Entry from the Open Molecules 2025 dataset: 2 unconnected molecules or ions with the total composition C14H23ClN4O5P (ωB97M-V/def2-TZVPD).

Geometry (Å):
C 4.0944 0.3081 0.5198
C 3.5106 1.2708 -0.5306
C 3.0082 2.6048 0.0611
C 1.6278 3.0613 -0.4377
C 0.5563 3.0401 0.6550
C -0.8520 3.4097 0.1489
C -1.9012 2.3472 0.0173
C -3.2226 2.5680 0.2274
N -3.9716 3.6799 0.5502
N -3.8809 1.3508 -0.0023
Cl -5.5263 1.0867 0.1076
C -2.9935 0.4459 -0.3331
O -3.2932 -0.8416 -0.6058
C -3.3574 -1.1081 -1.9032
N -3.3564 -1.3370 -3.0303
N -1.7774 0.9833 -0.3507
P -0.3115 0.1052 -0.7810
O 0.5912 -0.1108 0.3477
H 4.4215 0.8540 1.4053
H 4.9684 -0.2156 0.1365
H 3.3593 -0.4341 0.8229
H 2.6590 0.7657 -0.9892
H 4.2684 1.4692 -1.2858
H 2.9841 2.5412 1.1493
H 3.7285 3.3795 -0.2021
H 1.3136 2.4931 -1.3175
H 1.6887 4.0953 -0.7888
H 0.5533 2.1079 1.2160
H 0.8383 3.8211 1.3629
H -1.2934 4.1058 0.8659
H -0.7758 3.9588 -0.7938
H -3.6052 4.5248 0.1337
H -4.1134 3.8092 1.5450
H -0.8461 -1.0593 -1.3349
H 0.2105 0.8500 -1.8346
C -0.3129 -3.1299 1.1565
C 0.0671 -4.1739 0.1349
C -0.7491 -5.4505 0.1258
O 0.1873 -6.3951 -0.3975
C 1.4365 -5.9635 -0.0864
O 2.4284 -6.5902 -0.2214
O 1.3758 -4.6926 0.4024
H -0.5414 -3.5873 2.1199
H 0.5054 -2.4304 1.3063
H -1.1950 -2.5762 0.8248
H 0.0921 -3.7381 -0.8719
H -1.6338 -5.4143 -0.5051
H -1.0286 -5.7588 1.1361

E_HOMO, Ha: -0.470
Charge: +1

Listed below, in e, are the Mulliken charges computed for each atom: number 1, C, carries -1.166; number 2, C, carries 0.027; number 3, C, carries -0.979; number 4, C, carries -0.692; number 5, C, carries -1.042; number 6, C, carries -0.950; number 7, C, carries -0.309; number 8, C, carries 0.763; number 9, N, carries -0.512; number 10, N, carries 0.188; number 11, Cl, carries 0.132; number 12, C, carries 0.260; number 13, O, carries -0.373; number 14, C, carries 0.479; number 15, N, carries -0.304; number 16, N, carries 0.100; number 17, P, carries 0.366; number 18, O, carries -0.438; number 19, H, carries 0.336; number 20, H, carries 0.347; number 21, H, carries 0.188; number 22, H, carries -0.076; number 23, H, carries 0.491; number 24, H, carries 0.519; number 25, H, carries 0.281; number 26, H, carries 0.366; number 27, H, carries 0.454; number 28, H, carries 0.544; number 29, H, carries 0.456; number 30, H, carries 0.396; number 31, H, carries 0.389; number 32, H, carries 0.310; number 33, H, carries 0.267; number 34, H, carries -0.022; number 35, H, carries 0.204; number 36, C, carries -1.165; number 37, C, carries 0.654; number 38, C, carries -0.505; number 39, O, carries -0.327; number 40, C, carries 0.595; number 41, O, carries -0.498; number 42, O, carries -0.358; number 43, H, carries 0.438; number 44, H, carries 0.261; number 45, H, carries 0.169; number 46, H, carries 0.114; number 47, H, carries 0.295; number 48, H, carries 0.325

---

Entry from the Open Molecules 2025 dataset: 8 unconnected molecules or ions with the total composition C10H24Cl10N3O6 (ωB97M-V/def2-TZVPD).

Geometry (Å):
N -0.4919 0.0199 0.0091
H 0.0813 -0.2590 -0.7778
H -1.2962 -0.6119 0.0870
H -0.8931 0.9732 0.0191
H 0.0285 -0.0566 0.8769
N -1.6146 3.2187 1.7231
O -2.1656 2.6405 2.6737
O -1.1357 2.4931 0.8089
O -1.4383 4.4459 1.7706
N -3.4538 -0.4113 2.2593
O -2.9744 -0.7881 1.1741
O -4.3866 0.4243 2.3440
O -2.8329 -0.5429 3.3682
Cl 1.2794 -5.0465 3.2100
C -0.2082 -4.2296 3.5856
C 0.0322 -2.7134 3.7653
Cl 0.5023 -2.0657 2.1825
H -0.5959 -4.6992 4.4890
H -0.9258 -4.3968 2.7846
H 0.7991 -2.4619 4.4929
H -0.9102 -2.2039 3.9741
Cl -0.2132 1.7302 -2.8428
C -0.2011 3.1674 -3.8960
C 1.0767 3.3758 -4.7088
Cl 1.1939 1.9978 -5.8403
H -0.3670 3.9984 -3.2098
H -1.0561 3.1769 -4.5702
H 1.9211 3.2967 -4.0273
H 1.0257 4.3173 -5.2489
Cl 2.6125 2.1541 0.8201
C 2.1514 3.2182 2.1727
C 2.1142 2.4363 3.4701
Cl 0.8566 1.1991 3.2766
H 1.1740 3.5861 1.8601
H 2.8736 4.0318 2.2320
H 1.8489 3.1214 4.2734
H 3.0932 1.9833 3.6177
Cl -3.2112 -2.2588 -3.2515
C -3.8845 -2.9203 -1.7193
C -2.9437 -3.9150 -1.0632
Cl -1.4507 -3.1421 -0.5305
H -4.9099 -3.2613 -1.8434
H -3.9387 -2.0097 -1.1219
H -2.6624 -4.7385 -1.7214
H -3.3636 -4.4712 -0.2251
Cl 3.3135 -1.2953 -4.4935
C 3.7345 -0.0422 -3.2517
C 3.6621 -0.7139 -1.8509
Cl 2.1310 -1.4878 -1.4391
H 2.9965 0.7452 -3.3812
H 4.7449 0.2886 -3.4769
H 3.8227 0.1319 -1.1793
H 4.4555 -1.4291 -1.6502

E_HOMO, Ha: -0.173
ΔE to the lowest compared entry with this formula, charge and spin, kJ/mol: 20.9
Charge: -1

Listed below, in e, are the Mulliken charges computed for each atom: number 1, N, carries 0.500; number 2, H, carries 0.162; number 3, H, carries 0.094; number 4, H, carries 0.514; number 5, H, carries -0.125; number 6, N, carries 0.813; number 7, O, carries -0.563; number 8, O, carries -0.715; number 9, O, carries -0.680; number 10, N, carries 0.790; number 11, O, carries -0.618; number 12, O, carries -0.595; number 13, O, carries -0.621; number 14, Cl, carries -0.205; number 15, C, carries -0.370; number 16, C, carries -0.423; number 17, Cl, carries -0.066; number 18, H, carries 0.348; number 19, H, carries 0.223; number 20, H, carries 0.361; number 21, H, carries 0.150; number 22, Cl, carries -0.065; number 23, C, carries -0.649; number 24, C, carries -0.413; number 25, Cl, carries -0.179; number 26, H, carries 0.302; number 27, H, carries 0.346; number 28, H, carries 0.270; number 29, H, carries 0.358; number 30, Cl, carries -0.131; number 31, C, carries -0.420; number 32, C, carries -0.494; number 33, Cl, carries -0.055; number 34, H, carries 0.129; number 35, H, carries 0.355; number 36, H, carries 0.293; number 37, H, carries 0.314; number 38, Cl, carries -0.210; number 39, C, carries -0.315; number 40, C, carries -0.552; number 41, Cl, carries -0.043; number 42, H, carries 0.363; number 43, H, carries 0.119; number 44, H, carries 0.362; number 45, H, carries 0.315; number 46, Cl, carries -0.212; number 47, C, carries -0.092; number 48, C, carries -0.397; number 49, Cl, carries -0.052; number 50, H, carries -0.027; number 51, H, carries 0.357; number 52, H, carries 0.070; number 53, H, carries 0.377

---

Listing electronic energy for the structures above in their given order: -1943.7075; -5612.8866 Eh.